[1]
ORCA calculation (the ωB97M-V functional and the def2-TZVPD basis) on an isolated ion of composition C3H5N2OS and charge +1 at a distorted geometry.

```
! wB97M-V def2-TZVPD RIJCOSX def2/J DEFGRID3
* xyz 1 1
C 1.819 -0.811 0.319
C 0.733 1.310 -0.280
C -1.209 -0.093 0.276
N 1.651 0.498 -0.121
N -0.662 1.109 0.196
O 1.323 -1.791 -0.182
S -2.778 -0.551 -0.025
H 2.609 -1.023 1.112
H 0.972 2.253 -0.833
H -0.593 -0.948 0.075
H -1.278 1.880 -0.090
H -2.587 -1.833 -0.447
*
```

Properties
Max |F| ... 2.50 eV/A
HOMO energy ... -14.573 eV
ΔE to the lowest compared entry with this formula, charge and spin ... 35.29 kcal per mole
M ... 117.15 g/mol

***

[2]
ORCA calculation (the ωB97M-V functional and the def2-TZVPD basis) on one molecule with the formula C3H5N3 at a distorted geometry.

```
! wB97M-V def2-TZVPD RIJCOSX def2/J DEFGRID3
* xyz 0 1
C -1.330 -1.041 0.234
N -0.936 0.308 -0.107
C 0.290 0.640 -0.130
N 1.423 -0.075 0.181
C 0.543 2.028 -0.518
N 0.696 3.126 -0.846
H -2.420 -1.098 0.166
H -0.915 -1.786 -0.461
H -1.042 -1.324 1.257
H 1.368 -1.073 0.305
H 2.324 0.295 -0.081
*
```

Properties
Max |F| ... 1.14 eV/A
HOMO energy ... -9.908 eV
SMILES string ... C/N=C(\N)C#N
ΔE to the lowest compared entry with this formula, charge and spin ... 21.30 kcal per mole
M ... 83.09 g/mol

***

[3]
ORCA calculation (the ωB97M-V functional and the def2-TZVPD basis) on one molecule with the formula C3H5N3 at a distorted geometry.

```
! wB97M-V def2-TZVPD RIJCOSX def2/J DEFGRID3
* xyz 0 1
C 0.463 -0.125 1.573
N 0.820 0.262 0.187
C -0.054 -0.147 -0.835
N -0.255 -1.384 -1.074
C -0.772 0.838 -1.656
N -1.500 1.433 -2.338
H -0.549 0.212 1.842
H 1.161 0.370 2.254
H 0.544 -1.202 1.762
H 1.092 1.233 0.098
H -0.950 -1.490 -1.811
*
```

Properties
Max |F| ... 1.59 eV/A
HOMO energy ... -9.972 eV
SMILES string ... [H]/N=C(\C#N)NC
ΔE to the lowest compared entry with this formula, charge and spin ... 28.70 kcal per mole
M ... 83.09 g/mol

***

[4]
ORCA calculation (the ωB97M-V functional and the def2-TZVPD basis) on one molecule with the formula C3H5N3 at a distorted geometry.

```
! wB97M-V def2-TZVPD RIJCOSX def2/J DEFGRID3
* xyz 0 1
N -1.485 -0.931 0.939
C -0.499 -0.283 0.195
C 0.795 -0.113 0.587
N 1.477 0.560 -0.375
C 0.413 0.636 -1.547
N -0.707 0.190 -1.055
H -2.338 -0.999 0.406
H -1.666 -0.462 1.816
H 1.231 -0.561 1.474
H 2.501 0.507 -0.160
H 0.277 1.458 -2.280
*
```

Properties
Max |F| ... 2.84 eV/A
HOMO energy ... -7.728 eV
SMILES string ... Nc1c[nH]cn1
ΔE to the lowest compared entry with this formula, charge and spin ... 32.47 kcal per mole
M ... 83.09 g/mol

***

[5]
ORCA calculation (the ωB97M-V functional and the def2-TZVPD basis) on one molecule with the formula C3H5N3 at a distorted geometry.

```
! wB97M-V def2-TZVPD RIJCOSX def2/J DEFGRID3
* xyz 0 1
N -1.509 1.573 -0.059
C -0.527 0.760 0.030
C -0.614 -0.765 0.060
N 0.681 -1.349 -0.187
C 1.569 -0.496 -0.037
N 0.814 1.081 0.341
H -2.405 1.074 0.035
H -0.944 -1.086 1.052
H -1.313 -1.112 -0.694
H 2.643 -0.741 -0.258
H 1.605 1.063 -0.283
*
```

Properties
Max |F| ... 3.33 eV/A
HOMO energy ... -9.873 eV
SMILES string ... [H]/N=C1\CN=CN1
ΔE to the lowest compared entry with this formula, charge and spin ... 81.71 kcal per mole
M ... 83.09 g/mol

***

[6]
ORCA calculation (the ωB97M-V functional and the def2-TZVPD basis) on one molecule with the formula C3H5N3 at a distorted geometry.

```
! wB97M-V def2-TZVPD RIJCOSX def2/J DEFGRID3
* xyz 0 1
C -1.291 0.071 1.077
N -0.970 0.285 -0.319
C 0.246 0.129 -0.658
N 1.323 -0.215 0.137
C 0.605 0.374 -2.051
N 0.937 0.542 -3.145
H -2.265 0.517 1.290
H -1.364 -1.002 1.306
H -0.549 0.518 1.757
H 1.134 -0.804 0.934
H 2.195 -0.414 -0.329
*
```

Properties
Max |F| ... 1.10 eV/A
HOMO energy ... -10.007 eV
SMILES string ... C/N=C(\N)C#N
ΔE to the lowest compared entry with this formula, charge and spin ... 20.58 kcal per mole
M ... 83.09 g/mol

***

[7]
ORCA calculation (the ωB97M-V functional and the def2-TZVPD basis) on a 2-piece molecular cluster, C3H5N3 overall.

```
! wB97M-V def2-TZVPD RIJCOSX def2/J DEFGRID3
* xyz 0 1
C 0.064 0.465 -1.736
C -0.250 0.651 -0.297
N -0.643 1.373 0.558
N -0.610 -0.031 2.369
N -0.004 -0.900 1.714
C 0.301 -1.178 0.566
H 1.104 0.153 -1.862
H -0.577 -0.311 -2.165
H -0.100 1.400 -2.277
H 0.053 0.509 2.931
H 0.664 -2.132 0.199
*
```

Properties
Max |F| ... 0.98 eV/A
HOMO energy ... -9.150 eV
ΔE to the lowest compared entry with this formula, charge and spin ... 102.19 kcal per mole
M ... 83.09 g/mol

***

[8]
ORCA calculation (the ωB97M-V functional and the def2-TZVPD basis) on C3H5N3 as an isolated structure.

```
! wB97M-V def2-TZVPD RIJCOSX def2/J DEFGRID3
* xyz 0 1
N 0.449 0.584 -1.635
C -0.213 -0.127 -0.658
C -1.239 0.402 0.183
C -0.929 0.219 1.487
N 0.317 -0.399 1.775
N 0.969 -0.574 0.735
H 0.174 1.553 -1.715
H 0.582 0.126 -2.523
H -0.345 -1.191 -0.921
H -1.531 0.412 2.369
H 1.830 -1.098 0.876
*
```

Properties
Max |F| ... 0.43 eV/A
HOMO energy ... -8.346 eV
ΔE to the lowest compared entry with this formula, charge and spin ... 98.38 kcal per mole
M ... 83.09 g/mol

***

| no. | Kohn-Sham gap (eV) |
| --- | --- |
| 1 | 8.51 |
| 2 | 10.54 |
| 3 | 10.30 |
| 4 | 8.77 |
| 5 | 10.72 |
| 6 | 10.67 |
| 7 | 9.64 |
| 8 | 8.43 |